A molecular structure, C43H36F3NORbS. Source: the OMol25 dataset; level of theory: wB97M-V/def2-TZVPD.

Last column: Mulliken charge in e.
CARTESIAN COORDINATES (ANGSTROEM)
Rb 0.82 0.21 0.63  0.91
C -2.86 1.23 4.35  -1.51
C -1.44 0.76 4.46  0.76
C -0.39 1.67 4.48  -0.16
C 0.94 1.25 4.55  0.57
C 2.07 2.23 4.50  -1.46
C 1.20 -0.12 4.59  -0.56
C 0.17 -1.05 4.56  0.79
C 0.47 -2.52 4.52  -1.47
C -1.15 -0.60 4.50  -0.75
H -3.16 1.32 3.30  0.15
H -2.99 2.21 4.81  0.36
H -3.55 0.53 4.82  0.47
H -0.60 2.74 4.44  0.23
H 1.76 3.22 4.85  0.38
H 2.44 2.32 3.48  0.20
H 2.91 1.89 5.11  0.43
H 2.23 -0.46 4.60  0.27
H -0.35 -3.10 4.95  0.41
H 1.38 -2.75 5.07  0.39
H 0.61 -2.85 3.49  0.21
H -1.96 -1.32 4.47  0.34
F 5.66 -4.73 -4.36  -0.30
C 4.83 -5.08 -3.35  0.85
F 3.74 -5.63 -3.93  -0.26
F 5.44 -6.10 -2.69  -0.27
C 4.49 -3.94 -2.46  0.43
C 3.61 -4.15 -1.40  -0.81
C 3.32 -3.13 -0.52  -0.47
C 3.92 -1.86 -0.66  1.03
C 4.76 -1.66 -1.76  -0.57
C 5.06 -2.69 -2.64  -0.47
C 3.65 -0.82 0.28  0.03
C 3.50 0.02 1.18  -1.93
H 3.15 -5.12 -1.27  0.39
H 2.63 -3.29 0.30  0.51
H 5.20 -0.68 -1.90  0.41
H 5.72 -2.51 -3.47  0.43
O 0.32 2.53 -0.31  -0.54
S -1.14 2.58 -0.02  0.49
C -1.86 3.57 -1.33  0.21
C -1.06 4.46 -2.03  -0.41
C -1.62 5.19 -3.06  -0.72
C -2.96 5.02 -3.40  -0.38
C -3.74 4.11 -2.70  -0.76
C -3.19 3.37 -1.66  -0.11
C -1.31 3.76 1.32  0.51
C -2.54 3.95 1.93  -0.50
C -2.64 4.81 3.01  -0.73
C -1.50 5.46 3.48  -0.45
C -0.27 5.25 2.87  -0.69
C -0.17 4.39 1.79  -0.31
H -0.01 4.54 -1.77  0.45
H -1.01 5.88 -3.62  0.40
H -3.39 5.58 -4.21  0.39
H -4.78 3.96 -2.98  0.40
H -3.78 2.63 -1.14  0.45
H -3.42 3.42 1.56  0.38
H -3.59 4.96 3.50  0.41
H -1.58 6.12 4.34  0.37
H 0.61 5.75 3.25  0.42
H 0.78 4.19 1.31  0.51
N -0.99 -1.67 -0.23  -0.80
C -1.01 -2.07 -1.41  -0.38
C -0.34 -1.30 -2.54  -0.14
C 0.61 -1.90 -3.36  -0.19
C 1.33 -1.16 -4.29  -0.64
C 1.08 0.20 -4.43  -0.58
C 0.12 0.81 -3.64  -0.40
C -0.58 0.06 -2.70  0.01
C -1.66 -3.38 -1.83  0.44
C -1.66 -4.46 -0.95  -0.45
C -2.31 -5.64 -1.26  -0.55
C -2.99 -5.76 -2.48  -0.35
C -2.99 -4.70 -3.37  -0.67
C -2.32 -3.52 -3.05  -0.12
H 0.81 -2.96 -3.25  0.55
H 2.09 -1.64 -4.89  0.38
H 1.64 0.78 -5.15  0.39
H -0.08 1.87 -3.74  0.36
H -1.33 0.53 -2.07  0.46
H -1.16 -4.32 0.00  0.49
H -2.30 -6.47 -0.57  0.36
H -3.50 -6.69 -2.72  0.35
H -3.51 -4.79 -4.31  0.36
H -2.31 -2.70 -3.76  0.34

Calculated values
multiplicity = 1
energy relative to the best compared isomer or geometry (same formula, charge and spin) = 0.00 kcal/mol
charge = -1
strongest force on any atom = 1.1 eV Å⁻¹
highest occupied orbital energy = -0.11621 Eh

***

A molecular structure, C43H36NO4P2SSc. Source: the OMol25 dataset; level of theory: wB97M-V/def2-TZVPD.

Last column: Mulliken charge in e.
CARTESIAN COORDINATES (ANGSTROEM)
Sc -1.17 -0.14 -0.43  -0.44
N 0.92 -1.14 1.75  -0.26
P 1.35 -0.41 0.26  1.53
C 2.75 0.64 0.77  0.66
C 2.60 2.02 0.85  0.15
C 3.66 2.80 1.29  -1.15
C 4.86 2.20 1.62  -0.65
C 5.02 0.82 1.54  -0.74
C 3.96 0.04 1.11  -0.84
C 2.24 -1.68 -0.69  0.76
C 2.63 -1.25 -1.96  -0.99
C 3.41 -2.07 -2.75  -0.67
C 3.78 -3.33 -2.28  -0.70
C 3.35 -3.77 -1.04  -0.72
C 2.58 -2.94 -0.24  -0.22
P -0.77 -1.19 2.09  1.01
C -0.72 -1.75 3.81  0.49
C 0.25 -2.68 4.19  -0.23
C 0.31 -3.09 5.51  -0.77
C -0.62 -2.63 6.43  -0.54
C -1.62 -1.76 6.02  -0.74
C -1.68 -1.33 4.71  -0.56
C -1.21 0.63 2.22  0.45
C -0.32 1.63 2.63  -0.42
C -0.65 2.97 2.45  -0.79
C -1.87 3.33 1.90  -0.59
C -2.79 2.35 1.57  -0.72
C -2.47 1.00 1.72  -0.55
H 1.58 -1.05 2.53  0.48
H 1.65 2.47 0.58  0.47
H 3.55 3.87 1.38  0.50
H 5.69 2.80 1.95  0.44
H 5.96 0.36 1.81  0.46
H 4.06 -1.04 1.04  0.45
H 2.31 -0.27 -2.31  0.41
H 3.74 -1.74 -3.72  0.48
H 4.39 -3.96 -2.90  0.41
H 3.63 -4.75 -0.69  0.49
H 2.22 -3.28 0.73  0.45
H 0.95 -3.07 3.46  0.39
H 1.08 -3.79 5.82  0.45
H -0.56 -2.94 7.46  0.41
H -2.36 -1.42 6.74  0.43
H -2.46 -0.65 4.38  0.46
H 0.62 1.38 3.09  0.56
H 0.05 3.73 2.75  0.49
H -2.11 4.37 1.74  0.55
H -3.78 2.63 1.22  0.52
H -3.24 0.24 1.55  0.48
O -0.86 1.61 -1.12  -0.07
S 0.10 2.67 -1.69  0.64
C -1.02 4.03 -2.09  0.31
C -1.85 4.06 -3.19  -0.45
C -2.71 5.13 -3.35  -0.75
C -2.75 6.16 -2.42  -0.55
C -1.91 6.12 -1.31  -0.76
C -1.04 5.05 -1.15  -0.27
C 0.49 2.11 -3.35  0.45
C -0.33 1.21 -4.02  -0.33
C -0.05 0.92 -5.35  -0.93
C 1.05 1.49 -5.98  -0.55
C 1.89 2.34 -5.27  -0.78
C 1.61 2.66 -3.96  -0.49
H -1.83 3.28 -3.93  0.48
H -3.36 5.16 -4.21  0.45
H -3.42 6.99 -2.56  0.43
H -1.94 6.91 -0.58  0.47
H -0.37 5.00 -0.30  0.54
H -1.18 0.75 -3.53  0.63
H -0.70 0.26 -5.90  0.49
H 1.24 1.28 -7.02  0.46
H 2.76 2.75 -5.76  0.46
H 2.24 3.34 -3.40  0.50
O -4.64 -3.02 -0.21  -0.44
C -3.68 -3.95 -0.12  0.98
C -3.93 -5.26 0.29  -0.75
C -2.90 -6.17 0.38  -0.54
C -1.59 -5.80 0.05  -0.88
C -1.32 -4.52 -0.37  -0.47
C -2.36 -3.58 -0.46  -0.32
C -2.04 -2.21 -0.78  1.77
O -2.79 -1.22 -0.48  -0.77
O -0.89 -1.87 -1.26  -0.63
H -5.51 -3.39 -0.01  0.34
H -4.93 -5.56 0.55  0.36
H -3.11 -7.17 0.71  0.43
H -0.80 -6.52 0.13  0.46
H -0.32 -4.20 -0.63  0.60

Calculated values
multiplicity = 1
energy relative to the best compared isomer or geometry (same formula, charge and spin) = 0.00 kcal/mol
charge = +2
strongest force on any atom = 2.1 eV Å⁻¹
highest occupied orbital energy = -0.49136 Eh

***

A molecular structure, C43H37Cl5N3O3PS3Se2Ta. Source: the OMol25 dataset; level of theory: wB97M-V/def2-TZVPD.

Last column: Mulliken charge in e.
CARTESIAN COORDINATES (ANGSTROEM)
Ta 0.31 -0.09 0.45  -1.23
C 1.23 -2.89 4.62  -0.77
N 1.72 -3.34 3.31  0.31
C 2.72 -4.28 3.15  -0.76
C 2.88 -4.46 1.82  -0.42
N 1.96 -3.63 1.18  0.58
C 1.25 -2.97 2.12  0.14
S -0.21 -2.05 1.97  -0.40
C 1.77 -3.55 -0.24  0.50
C 2.24 -4.75 -0.97  -1.31
C 1.56 -5.33 -1.95  -1.51
C 0.23 -4.92 -2.47  -0.14
C 0.95 -2.49 -2.14  -1.40
N 1.22 -2.51 -0.71  0.51
H 2.06 -2.95 5.32  0.36
H 0.41 -3.53 4.95  0.32
H 0.89 -1.86 4.52  0.30
H 3.24 -4.71 3.98  0.51
H 3.59 -5.07 1.29  0.39
H 3.18 -5.19 -0.67  0.49
H 1.98 -6.23 -2.39  0.47
H -0.57 -5.62 -2.24  0.55
H 0.68 -1.48 -2.44  -0.80
Cl 7.26 2.55 -0.09  -0.13
C 5.79 1.70 0.12  0.37
C 4.59 2.30 -0.27  -0.07
Cl 4.55 3.86 -0.96  -0.16
C 3.41 1.59 -0.09  0.79
Cl 1.88 2.25 -0.53  -0.03
C 3.40 0.32 0.45  -1.05
O 2.18 -0.31 0.57  0.30
C 4.58 -0.26 0.86  0.18
Cl 4.56 -1.80 1.62  -0.15
C 5.78 0.43 0.69  0.17
Cl 7.25 -0.29 1.19  -0.14
O -1.02 -1.18 -0.66  1.35
S -2.17 -2.16 -0.98  0.20
C -3.27 -1.01 -1.83  -0.87
C -2.61 -0.34 -3.04  0.50
C -3.04 1.11 -3.23  -1.66
C -2.66 2.08 -2.11  -0.63
S -0.94 2.33 -1.67  0.69
O -0.37 0.92 -1.34  0.87
C -0.22 2.73 -3.23  0.74
C 0.48 1.79 -3.97  -0.15
C 1.02 2.17 -5.19  -0.85
C 0.84 3.47 -5.65  -0.55
C 0.14 4.40 -4.90  -0.84
C -0.38 4.04 -3.67  -0.78
C -1.58 -3.14 -2.35  0.48
C -2.55 -3.67 -3.11  -0.91
C -2.26 -4.44 -4.31  -0.99
C -1.00 -4.64 -4.69  -1.00
C 0.13 -4.29 -3.83  -0.69
C -0.15 -3.47 -2.53  2.21
H -3.49 -0.31 -1.02  0.40
H -4.20 -1.53 -2.04  0.79
H -2.86 -0.90 -3.95  0.55
H -1.53 -0.40 -2.93  -0.40
H -4.13 1.18 -3.31  0.49
H -2.64 1.48 -4.18  0.46
H -3.13 1.85 -1.15  0.52
H -2.98 3.10 -2.36  0.81
H 0.61 0.78 -3.60  0.36
H 1.58 1.46 -5.79  0.47
H 1.27 3.76 -6.61  0.44
H 0.02 5.42 -5.26  0.46
H -0.90 4.77 -3.06  0.52
H -3.60 -3.49 -2.89  0.49
H -3.09 -4.74 -4.94  0.47
H -0.78 -5.06 -5.66  0.49
H 1.08 -4.08 -4.32  0.57
H 1.86 -2.76 -2.69  1.07
Se 0.94 1.13 2.68  -0.11
P -1.08 1.89 2.97  0.30
Se -2.02 0.85 1.30  -0.55
C -1.76 1.42 4.53  0.99
C -0.93 1.37 5.66  -0.36
C -1.49 1.13 6.91  -0.78
C -2.87 0.94 7.02  -0.52
C -3.68 0.99 5.90  -0.75
C -3.13 1.23 4.66  -0.35
C -1.13 3.66 2.75  1.05
C -0.30 4.45 3.54  -0.51
C -0.37 5.83 3.45  -0.74
C -1.28 6.42 2.58  -0.52
C -2.11 5.64 1.79  -0.85
C -2.04 4.26 1.87  -0.20
H 0.14 1.51 5.58  0.40
H -0.86 1.09 7.78  0.45
H -3.30 0.76 8.00  0.42
H -4.75 0.84 6.00  0.44
H -3.78 1.27 3.79  0.33
H 0.41 4.01 4.23  0.36
H 0.28 6.44 4.06  0.45
H -1.34 7.50 2.52  0.43
H -2.83 6.10 1.13  0.47
H -2.71 3.65 1.27  0.29

Calculated values
multiplicity = 1
energy relative to the best compared isomer or geometry (same formula, charge and spin) = 54.26 kcal/mol
charge = +3
strongest force on any atom = 1.1 eV Å⁻¹
highest occupied orbital energy = -0.56403 Eh

***

3 unconnected molecules or ions with the total composition C43H37FO8. Source: the OMol25 dataset; level of theory: wB97M-V/def2-TZVPD.

Last column: Mulliken charge in e.
CARTESIAN COORDINATES (ANGSTROEM)
C 2.01 -6.47 1.04  -1.35
C 3.04 -5.36 1.13  0.52
C 4.26 -5.62 1.73  -0.77
C 5.21 -4.64 1.82  -0.88
C 5.00 -3.36 1.33  -0.01
C 6.12 -2.36 1.53  0.49
C 6.26 -1.29 0.42  -1.55
C 6.07 -1.71 2.95  -1.37
C 3.79 -3.12 0.74  0.94
O 3.49 -1.85 0.25  -0.50
C 2.45 -1.23 0.93  -0.44
O 2.91 -0.78 2.21  -0.27
C 3.19 0.54 2.26  0.59
O 3.80 1.14 1.40  -0.57
O 2.77 1.23 3.38  -0.37
C 3.65 1.00 4.51  0.12
C 3.63 2.20 5.46  -0.69
C 5.02 2.74 5.83  -0.35
F 5.99 2.47 4.88  -0.30
C 2.84 -4.10 0.64  -0.41
H 1.55 -6.46 0.05  0.38
H 2.56 -7.42 1.09  0.39
H 1.26 -6.43 1.82  0.26
H 4.46 -6.59 2.16  0.35
H 6.16 -4.88 2.30  0.36
H 7.05 -2.93 1.52  0.64
H 5.63 -0.43 0.66  0.19
H 5.87 -1.69 -0.52  0.34
H 7.28 -0.93 0.35  0.45
H 6.40 -0.67 2.93  0.40
H 5.10 -1.85 3.43  0.25
H 6.79 -2.24 3.59  0.47
H 2.12 -0.39 0.31  0.41
H 1.58 -1.87 1.07  0.21
H 3.25 0.14 5.05  0.21
H 4.64 0.73 4.14  0.04
H 3.01 3.00 5.06  0.28
H 3.16 1.88 6.39  0.34
H 5.37 2.39 6.81  0.28
H 4.94 3.83 5.93  0.28
H 1.87 -3.91 0.19  0.56
C -0.79 2.64 1.77  -1.38
C -0.03 1.47 1.87  0.09
C -0.62 0.25 1.59  -0.67
C -1.96 0.18 1.24  -0.11
C -2.72 1.34 1.16  0.75
C -2.13 2.57 1.42  -0.60
C -4.17 1.28 0.82  0.78
O -4.84 2.29 0.75  -0.72
C -4.78 -0.05 0.58  0.10
C -6.15 -0.14 0.32  -0.50
C -6.73 -1.37 0.08  -0.54
C -5.95 -2.52 0.10  -0.51
C -4.60 -2.45 0.36  -0.57
C -4.01 -1.21 0.61  0.21
C -2.56 -1.15 0.93  0.56
O -1.88 -2.16 0.94  -0.73
H -0.33 3.60 1.98  0.45
H 1.01 1.51 2.15  0.52
H -0.04 -0.66 1.66  0.68
H -2.71 3.48 1.36  0.54
H -6.75 0.76 0.31  0.48
H -7.79 -1.43 -0.12  0.41
H -6.41 -3.49 -0.10  0.40
H -3.99 -3.35 0.37  0.48
C -2.82 0.62 -7.97  -0.49
C -3.67 1.53 -8.58  -0.47
C -4.25 2.55 -7.84  -0.55
C -3.98 2.65 -6.48  0.16
C -3.14 1.72 -5.86  0.17
C -2.55 0.71 -6.62  -0.52
C -2.88 1.79 -4.40  0.52
O -2.15 0.98 -3.86  -0.69
C -3.55 2.86 -3.61  -0.27
C -3.37 2.90 -2.23  -0.29
C -3.97 3.89 -1.48  0.11
C -4.75 4.86 -2.11  -0.90
C -4.94 4.82 -3.48  -0.63
C -4.35 3.81 -4.23  0.25
C -4.59 3.76 -5.70  0.67
O -5.28 4.60 -6.25  -0.67
H -2.36 -0.17 -8.56  0.40
H -3.88 1.45 -9.64  0.40
H -4.91 3.26 -8.31  0.47
H -1.90 0.00 -6.14  0.47
H -2.75 2.15 -1.75  0.74
H -3.83 3.92 -0.41  0.21
H -5.22 5.64 -1.52  0.42
H -5.56 5.57 -3.96  0.48

Calculated values
multiplicity = 1
strongest force on any atom = 2.2 eV Å⁻¹
SMILES = Cc1ccc(C(C)C)c(OCOC(=O)OCCCF)c1.O=C1c2ccccc2C(=O)c2ccccc21.O=C1c2ccccc2C(=O)c2ccccc21
highest occupied orbital energy = -0.32311 Eh

***

A molecular structure, C43H37N6O3S4Sn. Source: the OMol25 dataset; level of theory: wB97M-V/def2-TZVPD.

Last column: Mulliken charge in e.
CARTESIAN COORDINATES (ANGSTROEM)
Sn 1.04 0.59 -0.10  1.29
S 3.46 0.44 3.97  -0.33
C 1.95 -0.28 4.29  -0.70
C 1.16 -0.33 3.18  -0.67
C 1.77 0.23 2.01  0.19
C 3.03 0.68 2.31  0.22
C 3.94 1.31 1.35  0.90
C 5.18 1.85 1.70  -0.87
C 5.98 2.39 0.71  -0.75
C 5.54 2.39 -0.61  -0.91
C 4.30 1.84 -0.87  -0.82
N 3.51 1.32 0.08  0.82
H 1.72 -0.63 5.28  0.48
H 0.16 -0.75 3.21  0.30
H 5.51 1.84 2.73  0.50
H 6.95 2.81 0.96  0.44
H 6.13 2.79 -1.41  0.51
H 3.90 1.81 -1.88  0.59
S -3.24 7.12 2.47  0.15
N -1.78 7.06 1.78  -0.68
C -1.49 5.79 1.63  0.98
C -0.27 5.26 1.04  0.27
C 0.74 6.09 0.55  -0.60
C 1.84 5.52 -0.02  -1.06
C 1.90 4.13 -0.10  -0.24
N 0.96 3.32 0.36  0.65
C -0.12 3.88 0.94  -0.53
C -1.15 2.97 1.47  -1.03
N -0.92 1.65 1.41  0.81
C -1.82 0.82 1.91  -0.14
C -3.02 1.23 2.48  -1.16
C -3.28 2.58 2.53  -0.90
C -2.33 3.47 2.04  0.41
C -2.50 4.91 2.11  0.98
N -3.55 5.55 2.60  -0.67
H 0.63 7.17 0.63  0.54
H 2.66 6.12 -0.41  0.48
H 2.75 3.66 -0.57  0.41
H -1.58 -0.24 1.84  0.25
H -3.73 0.51 2.85  0.54
H -4.21 2.97 2.94  0.55
O 0.97 -0.39 -3.34  -0.30
C 2.17 -0.35 -4.09  -0.63
C 3.38 -0.76 -3.27  0.52
C 4.60 -1.03 -3.88  -0.95
C 5.64 -1.49 -3.10  -0.47
C 5.43 -1.70 -1.74  -0.93
C 4.18 -1.40 -1.23  -0.43
N 3.18 -0.91 -1.97  0.60
H 1.12 -0.97 -2.57  -0.07
H 2.29 0.67 -4.47  0.34
H 2.11 -1.02 -4.96  0.37
H 4.72 -0.89 -4.95  0.52
H 6.60 -1.72 -3.54  0.42
H 6.21 -2.09 -1.10  0.49
H 3.96 -1.54 -0.17  0.44
O -1.59 -0.36 -0.64  0.03
S -2.64 0.08 -1.62  -0.16
C -2.71 -1.19 -2.92  -0.71
C -3.09 -2.61 -2.50  -1.19
C -2.11 -3.27 -1.51  0.58
C -0.84 -3.77 -2.18  -0.99
S 0.65 -3.57 -1.15  -0.15
O 0.77 -2.09 -0.94  -0.36
C -0.01 -4.24 0.37  0.28
C -0.20 -3.39 1.45  0.19
C -0.71 -3.89 2.63  -0.48
C -1.04 -5.24 2.73  -0.69
C -0.84 -6.09 1.64  -0.62
C -0.32 -5.59 0.46  -0.68
C -4.22 -0.19 -0.82  0.95
C -5.32 0.51 -1.27  -0.62
C -6.55 0.35 -0.63  -0.66
C -6.65 -0.51 0.45  -0.52
C -5.53 -1.20 0.91  -0.80
C -4.31 -1.03 0.28  -0.31
H -1.70 -1.14 -3.35  0.35
H -3.41 -0.79 -3.65  0.64
H -3.15 -3.21 -3.41  0.44
H -4.09 -2.60 -2.07  0.44
H -2.61 -4.09 -1.00  0.51
H -1.84 -2.53 -0.76  -0.68
H -0.58 -3.20 -3.08  0.55
H -0.89 -4.83 -2.46  0.53
H 0.07 -2.34 1.34  0.25
H -0.86 -3.24 3.48  0.47
H -1.44 -5.63 3.65  0.41
H -1.10 -7.14 1.72  0.41
H -0.14 -6.25 -0.38  0.39
H -5.23 1.18 -2.12  0.44
H -7.41 0.90 -0.98  0.43
H -7.60 -0.63 0.95  0.41
H -5.61 -1.86 1.76  0.48
H -3.42 -1.55 0.64  0.37

Calculated values
multiplicity = 1
energy relative to the best compared isomer or geometry (same formula, charge and spin) = 21.59 kcal/mol
charge = +1
strongest force on any atom = 0.6 eV Å⁻¹
highest occupied orbital energy = -0.36752 Eh